[1]
The following is a quantum chemistry calculation of 10 unconnected molecules or ions with the total composition C36H57N10O7, from the OMol25 dataset.

Element x y z (Å)
1 C 16.314 39.938 4.423
2 C 15.580 39.058 3.367
3 C 15.563 39.805 1.998
4 C 16.980 39.826 1.412
5 C 17.544 38.456 1.172
6 C 17.360 37.447 2.338
7 N 16.204 37.709 3.191
8 O 15.876 36.839 4.058
9 C 18.650 37.465 3.234
10 C 17.073 36.027 1.888
11 C 14.146 39.033 3.829
12 H 16.319 39.496 5.447
13 H 16.041 40.926 4.421
14 H 17.303 39.930 4.349
15 H 14.983 40.571 2.034
16 H 14.838 39.294 1.345
17 H 17.445 40.317 2.133
18 H 16.838 40.402 0.416
19 H 18.517 38.605 0.629
20 H 16.953 38.211 0.256
21 H 19.485 37.109 2.746
22 H 18.562 36.958 4.019
23 H 18.604 38.464 3.860
24 H 17.631 35.747 0.885
25 H 16.107 35.967 1.453
26 H 17.195 35.297 2.607
27 H 13.597 38.118 3.348
28 H 13.647 40.009 3.860
29 H 14.042 38.860 4.912
30 N 12.393 41.079 1.127
31 C 12.299 42.016 2.019
32 C 13.287 43.134 1.656
33 C 13.840 42.768 0.400
34 C 13.249 41.365 0.034
35 H 11.619 40.140 1.119
36 H 11.531 42.118 2.828
37 H 13.486 44.036 2.224
38 H 14.592 43.215 -0.237
39 H 13.463 40.733 -0.730
40 N 10.263 38.156 0.077
41 C 10.814 37.471 1.061
42 C 10.602 38.255 2.336
43 C 9.740 39.343 2.043
44 C 9.639 39.330 0.422
45 H 10.376 37.706 -1.032
46 H 11.329 36.406 0.986
47 H 11.103 37.994 3.285
48 H 9.414 40.194 2.615
49 H 9.162 40.155 -0.025
50 N 14.009 37.487 9.655
51 C 13.327 36.602 10.407
52 C 12.595 35.561 9.547
53 C 12.704 36.091 8.166
54 C 13.675 37.339 8.267
55 H 14.336 38.340 10.032
56 H 13.285 36.732 11.605
57 H 12.101 34.719 9.738
58 H 12.463 35.537 7.151
59 H 14.058 37.999 7.522
60 N 13.696 33.455 4.284
61 C 12.753 33.352 3.337
62 C 12.151 34.776 3.217
63 C 12.740 35.557 4.341
64 C 13.893 34.709 4.876
65 H 14.349 32.756 4.394
66 H 12.346 32.377 2.826
67 H 11.253 34.832 2.508
68 H 12.645 36.515 4.523
69 H 14.694 34.644 5.643
70 N 18.788 43.643 3.161
71 C 18.443 42.939 4.365
72 C 19.289 41.603 4.291
73 C 19.965 41.641 3.014
74 C 19.560 42.994 2.220
75 H 18.623 44.660 3.050
76 H 17.941 43.201 5.249
77 H 19.351 40.998 5.173
78 H 20.573 40.818 2.465
79 H 19.684 43.334 1.191
80 N 21.291 38.446 -0.569
81 C 22.169 39.393 -0.027
82 C 23.041 38.628 0.987
83 C 22.662 37.170 0.954
84 C 21.523 37.099 -0.080
85 H 20.743 38.475 -1.300
86 H 22.098 40.481 -0.544
87 H 23.877 39.028 1.580
88 H 23.018 36.251 1.584
89 H 20.708 36.335 -0.373
90 C 20.039 33.525 3.594
91 N 19.543 33.760 4.973
92 O 18.452 34.388 5.263
93 O 20.184 33.468 5.959
94 H 20.442 34.393 3.309
95 H 19.300 33.093 2.905
96 H 20.874 32.931 3.520
97 C 19.669 36.829 7.410
98 N 18.609 37.835 7.430
99 O 17.847 37.818 6.518
100 O 18.291 38.207 8.582
101 H 19.412 35.879 7.922
102 H 20.503 37.464 7.912
103 H 20.119 36.632 6.359
104 C 23.405 39.132 4.547
105 N 22.327 38.962 5.539
106 O 22.507 38.452 6.681
107 O 21.155 39.306 5.168
108 H 23.380 40.058 3.966
109 H 23.312 38.412 3.851
110 H 24.221 39.136 5.224

Properties
Charge ... +1
LUMO energy ... -0.2000 hartree
HOMO ... -9.056 eV
E_tot ... -67452.7881 eV



[2]
The following is a quantum chemistry calculation of 2 unconnected molecules or ions with the total composition C3H8O2S, from the OMol25 dataset.

Element x y z (Å)
1 C -0.548 -0.533 0.448
2 O -0.698 -1.181 1.744
3 C 0.477 0.572 0.323
4 C 0.563 0.982 -1.173
5 S 1.751 2.258 -1.558
6 H -0.221 -1.284 -0.323
7 H -1.611 -0.236 0.153
8 H 1.478 0.144 0.542
9 H 0.280 1.435 1.018
10 H -0.489 1.277 -1.512
11 H 0.771 0.059 -1.829
12 H -0.885 -2.158 1.728
13 H -2.033 -3.300 1.926
14 O -2.835 -3.592 1.460

Properties
Charge ... -2
LUMO energy ... 0.2123 hartree
HOMO ... -0.192 eV
E_tot ... -18168.4439 eV



[3]
The following is a quantum chemistry calculation of 2 unconnected molecules or ions with the total composition C5H16N2OP, from the OMol25 dataset.

Element x y z (Å)
1 C 0.808 -2.090 -0.066
2 C 1.511 2.491 0.524
3 C 1.809 -1.150 -0.711
4 C 1.866 1.069 0.322
5 C -3.874 0.374 1.009
6 N 1.207 0.222 -0.769
7 N -3.979 -0.665 -0.001
8 O -1.654 0.698 -0.202
9 P -3.075 1.086 -0.529
10 H -0.158 -2.035 -0.572
11 H 1.200 -3.050 -0.042
12 H 0.583 -1.735 1.013
13 H 0.387 2.773 0.639
14 H 1.997 2.746 1.468
15 H 1.797 3.158 -0.254
16 H 2.883 -1.070 -0.402
17 H 1.931 -1.514 -1.756
18 H 3.002 0.955 0.229
19 H 1.592 0.479 1.255
20 H -4.725 0.680 1.459
21 H -3.204 0.237 1.868
22 H -3.643 -1.582 0.162
23 H 1.374 0.665 -1.782
24 H -4.843 -0.738 -0.514
25 H 0.148 0.167 -0.583

Properties
Charge ... +1
Multiplicity ... 3
LUMO energy (alpha / beta) ... -0.0953 / -0.2083 hartree
HOMO (alpha / beta) ... -8.404 / -13.166 eV
E_tot ... -19750.1245 eV
<S²> ... 2.01



[4]
The following is a quantum chemistry calculation of a molecular structure, C2H6N4O2, from the OMol25 dataset.

Element x y z (Å)
1 C 1.728 1.070 -0.224
2 C 0.896 -1.182 0.275
3 N -0.511 0.645 -0.304
4 N -1.799 -0.574 -0.059
5 N 0.599 0.173 -0.108
6 N -2.937 0.045 -0.021
7 O -3.847 -0.765 0.152
8 O -3.073 1.245 -0.104
9 H 1.383 2.030 -0.609
10 H 2.177 1.216 0.762
11 H 2.480 0.646 -0.893
12 H 1.247 -1.197 1.309
13 H -0.021 -1.763 0.192
14 H 1.677 -1.590 -0.367

Properties
Charge ... 0
Multiplicity ... 3
LUMO energy (alpha / beta) ... 0.0224 / -0.1075 hartree
HOMO (alpha / beta) ... -7.066 / -9.980 eV
E_tot ... -12216.7563 eV
<S²> ... 2.02